ORCA calculation (ωB97M-V/def2-TZVPD) on C13H17N3O5SY as an isolated structure.

lowest unoccupied orbital energy	-3.04	eV
E	-1482.5142	Ha
total charge	+1

Structure (XYZ):
```
40
C13H17N3O5SY, DFT ωB97M-V/def2-TZVPD
H -1.46187 -2.39121 -2.99743
H -1.52986 -0.22651 -4.43442
H -1.02802 0.54395 5.92273
N 1.59955 -0.75723 2.48090
O 0.98096 -1.59822 -0.94127
C 2.39372 -0.77541 1.41576
H 0.43809 -1.04452 4.76120
H -0.44319 3.36739 2.77940
C -2.24857 0.39350 -0.38001
C -2.23372 0.26647 -1.94260
C 0.54646 1.49743 2.53360
H 0.99650 1.81690 1.59820
H 3.59390 -1.92991 0.26768
H 1.92941 1.28753 -3.47520
C 0.01534 1.22269 -3.96931
C -0.64542 -0.14850 -3.79009
C -0.27448 2.38985 3.20545
N 3.00942 -1.91179 1.09090
Y 0.59313 0.33640 -0.79996
H -0.69968 2.03222 -3.78705
C 0.36908 -2.36186 -1.80298
C -0.59303 0.80919 4.97212
C 0.79705 0.24401 3.08296
O -3.27478 0.32717 0.23617
H -3.12710 -0.28390 -2.26137
H 1.50452 -1.64544 2.96911
C -1.05734 -1.84816 -2.13684
H 2.80471 -2.79545 1.53406
H 0.38505 1.31469 -4.99338
C -0.85551 2.05041 4.41450
N -0.98896 -0.39204 -2.37664
H -2.28741 1.28225 -2.34780
H -1.68058 -2.05058 -1.25926
H 0.06748 -0.92375 -4.09346
S 2.82879 0.60526 0.45593
O 0.83491 -3.34923 -2.30169
H -1.50089 2.74903 4.92248
C 0.23099 -0.08357 4.31557
O -1.07331 0.58809 0.14450
O 1.08465 1.39284 -3.01247
```



ORCA calculation (ωB97M-V/def2-TZVPD) on C19H34AsIrN6O2S2 as an isolated structure.

lowest unoccupied orbital energy (alpha / beta)	-9.41 / -11.13	eV
multiplicity	2
expectation value of S²	0.7984
relative energy (zero: lowest compared OMol25 entry of this formula, charge and spin)	0.0	kJ/mol
E	-4358.9305	Ha
total charge	+3

Structure (XYZ):
```
65
C19H34AsIrN6O2S2, DFT ωB97M-V/def2-TZVPD
H -3.91489 -4.10399 2.44308
H -3.85764 -2.38459 2.90818
S -1.46624 -1.04120 1.05336
C 1.98295 -0.08355 0.87733
H 2.97397 1.82436 -2.79075
H 3.40658 -2.80673 -0.69801
H 1.80719 3.07905 -3.14876
H -1.11215 -3.88427 -0.82912
N 1.20329 -1.43820 -0.92333
H 3.45811 -2.54924 1.05953
H -4.80221 5.63980 -0.67614
H -4.65018 3.38616 -1.54183
O 0.55841 1.56802 1.44588
H -0.87412 -1.44177 -5.34784
H 3.18225 -0.57710 2.56039
H -0.38743 1.47830 1.66364
H 1.93862 1.63209 -5.43027
C -2.84283 6.31907 -1.31078
C -1.79994 -4.23599 -0.06400
C -3.29082 -3.21112 2.48503
C -0.46887 -0.61052 -3.53463
H 4.31009 -1.43921 -0.00090
C 2.94656 0.29296 1.94646
H -3.34942 3.83947 -2.66522
C -3.77585 4.02325 -1.67832
C -4.32236 -2.32456 -0.31778
C -2.54787 4.56030 0.49240
C 0.61335 -0.19911 -7.04774
H -1.80561 4.11634 1.15413
H -3.07868 7.38114 -1.31430
N 0.26716 0.29499 -2.86166
H -1.25070 -4.72925 0.73588
H -4.64733 5.81946 -2.40541
C 3.40915 -2.05384 0.08370
C -2.12689 5.94160 0.00097
C 2.20784 -1.20968 0.01571
H -2.40170 -3.40731 3.07994
H -4.82681 -3.25438 -0.58071
C 1.25561 0.98726 -4.89685
H 1.60364 2.09711 -1.68051
C 0.53636 0.04132 -5.58449
H -3.49634 4.59305 1.02795
H -4.05703 -1.77836 -1.21963
H 1.29675 0.50121 -7.51863
As -2.75860 -2.76012 0.70382
N -1.46715 1.56702 -0.86884
N -2.74215 3.64690 -0.66539
Ir -0.36354 -0.19208 -0.85353
H -0.37307 -0.09000 -7.50413
H -2.17692 6.15124 -2.16135
C -4.11339 5.49927 -1.51124
N -0.32126 -0.74023 -4.86472
H -2.36205 6.65614 0.79038
H 3.88254 0.62933 1.49384
H 2.55572 1.08601 2.57384
C 1.11879 1.10209 -3.50832
H -4.97171 -1.71532 0.30789
N 0.85204 0.53332 0.63312
H 0.96390 -1.21545 -7.24339
H -1.04560 5.97235 -0.13613
H -2.51749 -4.92992 -0.50070
O 1.45666 -2.22973 -1.82906
S -1.52885 -1.43885 -2.51273
C -2.07495 2.55317 -0.77398
C 1.91376 2.08051 -2.72273
```



ORCA calculation (ωB97M-V/def2-TZVPD) on C21H55O20S6V as an isolated structure.

lowest unoccupied orbital energy (alpha / beta)	-6.71 / -6.03	eV
multiplicity	2
expectation value of S²	1.0226
relative energy (zero: lowest compared OMol25 entry of this formula, charge and spin)	617.7	kJ/mol
E	-5670.5796	Ha
total charge	+1

Structure (XYZ):
```
103
C21H55O20S6V, DFT ωB97M-V/def2-TZVPD
C 1.88832 4.18337 1.43588
H -0.22764 0.98641 -3.88751
H -1.10451 3.18365 -3.98990
C 0.64751 0.22782 0.13999
H 0.25176 -0.04090 1.12932
O -0.67330 -6.08024 -0.67758
H -3.11060 -0.59349 2.56380
H -3.43840 0.06889 -1.95484
S -2.72214 -1.03204 -3.91737
H -1.56591 0.28996 2.56255
H 0.24700 1.97368 -1.09476
H -0.78543 -1.20774 -0.52579
O 1.11579 5.49932 -1.61595
H 0.39123 5.52508 2.21937
H 2.28421 -2.99658 -2.67875
H -1.48820 2.89934 -2.25339
H -0.13923 -4.17130 -2.56466
C 1.15825 -3.33245 2.04743
C 0.58898 -4.30154 -3.36781
H 1.39057 -2.31806 1.71560
C -5.16761 -0.10217 0.86119
H 2.63749 1.27944 4.40037
O -4.22374 1.80869 3.01169
C 1.67822 0.90400 4.05077
V 3.57883 1.38271 -0.83858
C -0.10644 1.50225 -0.17413
C -1.22056 1.07280 -3.44517
H -0.08324 -3.76691 0.26204
H 2.00564 3.13903 1.12406
H 2.72822 -0.84570 -4.26599
O -0.86921 1.12282 4.69395
H 1.62208 -7.38564 1.59800
H -0.01623 -4.29322 -4.27700
H 4.64134 5.49300 -1.29887
C -2.46479 0.07209 1.99140
H 1.09711 -5.26191 -3.41621
H 1.44828 1.51669 8.26117
H -7.27133 -0.47683 0.77345
H -4.74105 0.21605 -3.08760
O 0.07199 -5.34850 1.53382
C -6.52574 0.01459 0.15175
H 3.98631 -1.18903 -5.65571
O 0.77816 1.28654 6.49403
H 2.55215 -0.12401 -5.89965
H 1.48993 -4.49474 0.22338
O 2.27847 -3.35732 -4.68996
C -1.62150 2.54699 -3.27426
H -4.62286 -0.98747 0.52233
H -2.29759 -0.38621 1.02006
H -6.89111 1.03452 0.02082
H -0.12890 2.19593 0.66868
C 1.54486 -3.11721 -3.47592
H 0.05341 3.84877 2.57184
H -5.41426 -0.36184 1.89390
H 0.74067 -1.89444 -0.52994
C 1.54200 2.14893 7.37293
H -2.67361 2.67674 -3.53389
H 3.47663 1.60225 6.53154
H 1.99899 -6.74002 0.01402
H -1.22808 0.44618 -2.55417
S 0.39982 1.72964 4.97626
H -0.26311 4.44467 0.99559
H 0.94456 -2.20172 -3.45135
S 2.01910 -2.37620 -5.97124
O 2.97864 1.23536 -2.28070
C 2.90989 2.47069 6.87417
O 2.69542 -2.96696 -7.10337
H 3.58858 2.96793 7.57089
C 3.73226 6.06769 -1.45498
O -1.15666 -7.51767 1.37107
O 2.70535 3.56964 -1.36920
H 2.51376 4.38066 2.31077
O -1.68476 -1.71282 -3.17007
H 1.50339 -0.16542 4.10205
H 1.66699 1.30495 3.03462
O 0.61189 -2.05806 -6.00586
O -2.13028 0.40335 -4.36497
H -1.18046 1.38867 -0.33576
C 0.24863 -0.94243 -0.75217
H 0.47557 -0.81961 -1.81145
C 0.46042 4.51725 1.81146
S -0.31645 -6.62999 0.60454
C 0.69017 -4.18814 0.90162
S -3.41383 1.56550 1.84625
H -6.51302 -0.34036 -0.87939
H 3.67174 6.51067 -2.44294
C 1.33220 -7.40819 0.55233
O -3.35475 -1.58758 -5.09297
H 0.28413 -3.22299 2.69434
S 2.33343 4.96306 -1.08024
H -4.38682 -1.36384 -2.26944
O 2.01905 0.44911 0.15940
O -2.63640 2.65874 1.31351
H 0.91418 2.99908 7.65060
H 1.98260 -3.74559 2.62160
O -4.46499 1.12885 0.69834
H 2.90666 3.19452 6.05622
H 3.64660 6.80992 -0.66361
O 2.42742 5.13108 0.51936
H 1.10931 -8.34718 0.05550
O 0.62377 3.16398 4.91498
C -3.97598 -0.47099 -2.73897
C 2.99078 -0.93025 -5.31253
```